# 1
Density functional theory data (ωB97M-V/def2-TZVPD) for a cluster of 2 separate species, C4H14NOS2 in total at a distorted geometry.

Results
charge: +1

Last columns: bonded neighbours and bond lengths (Å).
CARTESIAN COORDINATES (ANGSTROEM)
1 C -0.6810 -1.1192 3.6947  H11 1.088, H15 1.075, C18 1.555, H19 1.130
2 C 1.8634 -0.1733 -0.7965  C3 1.543, H5 1.193, S6 1.781, H12 1.137
3 C 1.0233 0.8111 -1.6368  C2 1.543, N16 1.583, H20 1.176, H21 1.069
4 H -0.0538 0.6473 2.6357  C18 1.043
5 H 2.7417 -0.6078 -1.4764  C2 1.193
6 S 1.1721 -1.4975 0.1741  C2 1.781, S22 1.928
7 H 1.0008 -0.2712 -3.6033  N16 1.001
8 H -2.2996 0.7413 -1.8341  O10 0.989
9 H 0.1957 -1.1048 -2.5143  N16 1.093
10 O -1.8235 1.5820 -2.0436  H8 0.989, H17 0.966
11 H -0.9015 -0.4509 4.5240  C1 1.088
12 H 2.4401 0.5231 -0.1071  C2 1.137
13 H -1.6432 0.3019 2.5083  C18 1.022
14 H -0.3157 0.5570 -3.2080  N16 1.058
15 H 0.2188 -1.6690 3.9032  C1 1.075
16 N 0.4290 -0.0774 -2.8049  C3 1.583, H7 1.001, H9 1.093, H14 1.058
17 H -2.5441 2.1167 -1.6854  O10 0.966
18 C -0.7214 -0.1399 2.4878  C1 1.555, H4 1.043, H13 1.022, S22 1.873
19 H -1.4051 -1.9827 3.7755  C1 1.130
20 H 1.6225 1.7833 -1.9174  C3 1.176
21 H 0.2550 1.1687 -0.9858  C3 1.069
22 S -0.5735 -1.1387 0.9106  S6 1.928, C18 1.873



# 2
Density functional theory data (ωB97M-V/def2-TZVPD) for a cluster of 25 separate species, H50O25 in total at a distorted geometry.

Results
charge: 0

Last columns: bonded neighbours and bond lengths (Å).
CARTESIAN COORDINATES (ANGSTROEM)
1 O -12.2830 -12.4484 1.2754  H43 0.957, H58 0.957
2 H -16.6064 -8.3459 3.0698  O6 0.957
3 H -13.7139 -17.1546 1.4619  O29 0.957
4 O -14.4565 -15.6959 -2.2541  H56 0.957, H57 0.957
5 H -17.4714 -11.2699 4.9881  O40 0.957
6 O -16.1178 -9.1687 3.0457  H2 0.957, H55 0.957
7 H -8.5036 -10.6261 -0.1146  O25 0.957
8 H -13.7937 -14.6276 2.7579  O32 0.957
9 H -11.1046 -11.4736 2.3927  O33 0.957
10 H -12.3038 -16.7635 -1.8081  O48 0.957
11 H -10.6191 -14.8231 -1.3165  O31 0.957
12 O -10.5813 -9.3361 4.8647  H19 0.957, H21 0.957
13 O -12.9795 -13.4947 -1.2165  H59 0.957, H60 0.957
14 H -15.2622 -12.8867 0.0944  O75 0.957
15 O -13.2010 -9.9396 4.5330  H23 0.957, H36 0.957
16 H -12.5290 -11.7466 -1.6308  O52 0.957
17 H -16.9647 -13.5334 2.2539  O41 0.957
18 O -9.5846 -13.6203 1.4335  H28 0.957, H64 0.957
19 H -10.5150 -9.4769 3.9202  O12 0.957
20 O -7.4671 -11.5621 3.2016  H22 0.957, H34 0.957
21 H -11.5108 -9.1658 5.0173  O12 0.957
22 H -7.1901 -10.7936 3.7006  O20 0.957
23 H -13.8321 -9.6858 3.8595  O15 0.957
24 H -9.7736 -12.2978 -1.3994  O61 0.957
25 O -7.7992 -10.2636 0.4227  H7 0.957, H26 0.957
26 H -7.0331 -10.7941 0.2040  O25 0.957
27 H -12.4340 -13.5519 4.0856  O38 0.957
28 H -10.1873 -14.2843 1.7682  O18 0.957
29 O -13.5848 -16.3026 1.8788  H3 0.957, H42 0.957
30 H -14.4194 -7.3163 1.4577  O73 0.957
31 O -10.4206 -14.0439 -1.8358  H11 0.957, H62 0.957
32 O -13.9437 -13.8350 3.2732  H8 0.957, H54 0.957
33 O -10.4396 -10.8291 2.6349  H9 0.957, H46 0.957
34 H -7.7385 -11.2122 2.3530  O20 0.957
35 O -11.2954 -8.5324 1.4386  H49 0.957, H53 0.957
36 H -12.7947 -10.7368 4.1930  O15 0.957
37 H -7.8416 -13.5284 1.0239  O74 0.957
38 O -11.5487 -13.2550 4.2960  H27 0.957, H72 0.957
39 H -9.1578 -16.2265 2.9349  O44 0.957
40 O -17.7138 -11.0823 4.0813  H5 0.957, H65 0.957
41 O -17.1324 -13.7507 3.1708  H17 0.957, H67 0.957
42 H -12.7248 -16.3665 2.2941  O29 0.957
43 H -12.9421 -12.7749 1.8880  O1 0.957
44 O -9.8141 -15.8854 3.5424  H39 0.957, H50 0.957
45 H -10.9214 -17.3805 -1.8100  O48 0.957
46 H -9.7663 -11.3373 3.0873  O33 0.957
47 H -14.1539 -18.4701 -1.0052  O51 0.957
48 O -11.4706 -16.7554 -1.3369  H10 0.957, H45 0.957
49 H -12.2438 -8.6352 1.3600  O35 0.957
50 H -9.3798 -15.1519 3.9779  O44 0.957
51 O -14.7165 -17.9583 -0.4241  H47 0.957, H68 0.957
52 O -12.1927 -10.8643 -1.7882  H16 0.957, H69 0.957
53 H -10.9783 -9.4039 1.6753  O35 0.957
54 H -14.8604 -13.8937 3.5424  O32 0.957
55 H -16.7517 -9.8322 3.3182  O6 0.957
56 H -15.2593 -15.2372 -2.5019  O4 0.957
57 H -14.3984 -16.4272 -2.8690  O4 0.957
58 H -12.5897 -12.7379 0.4161  O1 0.957
59 H -12.0637 -13.5530 -1.4888  O13 0.957
60 H -13.3935 -14.2679 -1.6000  O13 0.957
61 O -9.5872 -11.3623 -1.3200  H24 0.957, H71 0.957
62 H -10.4316 -14.3505 -2.7425  O31 0.957
63 H -6.5363 -13.0883 1.6518  O74 0.957
64 H -10.1507 -12.9706 1.0167  O18 0.957
65 H -17.5496 -11.9016 3.6145  O40 0.957
66 H -14.5908 -8.7417 1.9383  O73 0.957
67 H -18.0742 -13.9173 3.2097  O41 0.957
68 H -14.5496 -17.0481 -0.6689  O51 0.957
69 H -12.6745 -10.5573 -2.5563  O52 0.957
70 H -16.0908 -14.1510 0.0115  O75 0.957
71 H -10.4136 -10.9332 -1.5416  O61 0.957
72 H -11.4543 -13.4267 5.2329  O38 0.957
73 O -13.9302 -8.1205 1.6319  H30 0.957, H66 0.957
74 O -6.8961 -13.5174 0.8755  H37 0.957, H63 0.957
75 O -15.9655 -13.3612 0.5376  H14 0.957, H70 0.957



| no. | total energy (hartree) |
| --- | --- |
| 1 | -1086.867465 |
| 2 | -1911.024205 |